[1]
Molecular formula: C56H39BrN4O3P2STl
Method: DFT, ωB97M-V/def2-TZVPD

The geometry in XYZ format:
```
107
Properties=species:S:1:pos:R:3:forces:R:3
C -0.47602 -0.01708 3.90363 0.0 -0.1 -0.1
H 5.26188 -2.67917 1.33231 0.1 0.0 0.1
C -3.49606 -0.54774 2.61876 0.3 0.3 -0.2
H -0.02889 -0.47524 5.95717 0.0 0.0 0.1
H 3.66491 -1.31417 2.62023 0.0 0.1 0.1
H -1.98965 -3.65533 -1.67639 0.0 0.0 0.0
H 0.44104 4.51725 1.74975 0.0 0.0 0.0
H 1.47496 -1.50454 -3.01970 0.1 0.1 -0.1
C 2.61283 -2.86095 -0.75946 -0.1 0.0 0.0
C 1.03013 1.42619 2.65854 0.3 0.1 0.2
C -0.32611 0.35577 -4.36119 -0.6 -0.4 -0.4
H -0.95248 7.51315 -0.96325 0.0 0.1 0.0
C -4.19193 -1.40331 -3.86346 0.0 0.1 0.1
H 4.82221 -0.17641 -1.89542 0.1 -0.1 0.0
C 1.60599 2.14444 1.57443 0.0 0.1 -0.4
C -0.20275 -2.56564 -2.18400 0.1 0.1 0.2
C -2.44740 -0.66810 -5.32599 0.1 0.0 0.1
H 2.65534 4.26566 -1.72241 0.0 0.0 0.0
C -1.72686 -0.27100 -4.20891 0.3 0.1 -0.4
C 0.67854 -2.21281 -3.21061 -0.1 -0.1 0.2
C 3.36621 -1.75012 1.67965 0.0 0.1 0.0
C -0.96630 -2.60704 0.65572 0.3 0.0 -0.3
C -1.98974 -2.10706 1.50880 -0.2 -0.5 0.1
C -3.19674 4.98927 -3.57984 0.2 0.5 0.0
S -1.42201 0.69154 1.41543 0.0 -1.1 1.6
C 0.51931 -2.74955 -4.47562 0.0 0.0 -0.1
C -0.52849 -3.62241 -4.72779 0.0 0.0 0.0
H -5.19258 -1.31855 3.69709 -0.1 0.0 0.1
H -5.16642 -1.82612 -3.67446 0.0 0.0 0.0
C 1.71593 -2.07542 -0.04164 -0.2 0.2 -0.1
H 4.34996 3.53544 3.06162 0.1 0.1 0.0
C -2.77274 -3.11012 2.12638 0.1 0.1 -0.1
C 1.75822 1.50792 3.87022 -0.1 0.0 -0.2
H 4.57976 -3.69419 -0.79922 0.0 -0.1 -0.1
C 3.45046 2.94678 2.98528 0.0 -0.1 0.3
C 3.88096 -3.08300 -0.24860 0.1 0.0 0.0
C -0.58125 6.51664 -0.78121 0.0 0.0 0.0
C 0.37658 3.96860 -0.32924 0.0 -0.2 0.0
C -4.51520 -4.16780 3.34507 -0.2 -0.1 0.1
H 2.80381 0.34746 6.61843 0.0 0.0 0.0
C 2.93825 2.25229 4.04693 -0.1 0.1 -0.4
O 0.15018 0.93726 -3.32919 0.4 0.3 0.8
H -2.00682 -0.51625 -6.29764 0.0 0.0 -0.1
N -2.20162 -0.42659 -2.97880 -0.3 0.0 0.0
C -3.39642 -0.96788 -2.81857 -0.1 0.0 0.0
C -2.37369 -0.79034 1.86211 0.2 0.4 -0.3
H -0.72248 5.94474 -2.84233 0.0 0.1 -0.1
H 1.82868 1.76731 6.94011 0.1 0.0 0.0
C -0.68991 -3.96608 0.62302 0.0 0.3 0.1
C 3.41328 2.11658 5.45945 0.2 0.1 0.2
H -4.07380 -5.95257 2.13269 0.0 0.0 0.0
N -2.35254 2.20444 -1.57935 -0.6 0.5 0.2
H -4.27488 -1.55555 -6.00410 -0.1 0.0 0.0
C 2.35904 1.22741 6.15305 0.0 -0.1 0.2
C 4.26449 -2.51814 0.95558 0.0 0.0 0.0
H 5.88416 1.77346 -2.98672 0.1 0.0 -0.1
H 3.49058 3.09466 5.93400 0.1 0.0 0.0
Tl -0.83625 0.79253 -1.35042 1.1 -0.7 -0.2
H 1.38274 -0.94951 1.75600 0.1 0.0 0.0
O 0.22160 0.23883 -5.43309 0.1 0.0 -0.3
P 0.01084 -1.70875 -0.58948 0.0 -0.1 -0.2
H -1.38330 -0.59795 3.93627 0.0 -0.1 0.0
H 1.18531 -2.45786 -5.27351 0.1 0.0 0.0
C -4.31085 -1.56790 3.12847 0.0 -0.4 0.0
C 0.20704 4.83521 0.74367 0.1 -0.1 -0.1
Br -3.96428 -1.12792 -1.02525 -0.1 0.0 -0.1
C 0.28760 0.06173 5.07724 0.2 0.2 0.1
C 4.94612 1.89035 -2.46699 0.0 0.0 0.0
H -0.65517 -4.03329 -5.71777 0.0 -0.1 -0.1
H 2.33143 -3.31039 -1.70118 0.0 0.0 0.0
C 2.54264 2.19999 -1.12604 -0.2 0.0 0.0
C -0.14179 0.62713 2.73670 -0.4 -0.3 -0.5
C -0.44590 5.63656 -1.84627 0.0 0.0 -0.1
C -0.25678 6.11742 0.50522 -0.1 0.1 0.0
H -5.52658 -4.27193 2.94581 0.0 -0.1 0.0
H -0.37216 6.80372 1.33057 0.0 0.1 0.1
H -2.25218 -4.60985 -3.92872 -0.1 0.0 0.0
H 3.18026 3.41151 0.92483 0.1 0.0 0.0
C 2.09447 -1.53341 1.18726 -0.1 -0.1 -0.1
C 4.35353 0.79576 -1.85639 0.0 -0.1 0.0
O -2.22659 1.83160 1.82704 -0.8 1.2 -0.1
H 4.40390 1.66105 5.49059 0.0 0.0 0.0
H -1.15510 -5.96070 1.26203 0.0 -0.2 0.0
C -1.42859 -4.92035 1.32221 -0.3 -0.1 0.2
H -3.10711 -5.84072 3.59145 0.0 0.0 0.0
H 0.13304 -4.30145 0.00441 0.0 -0.1 0.0
C -1.42449 -3.94683 -3.72096 -0.1 0.0 -0.1
H -3.72105 0.48692 2.83454 -0.1 0.1 0.0
H 0.15212 3.65618 -2.44021 0.0 0.1 -0.2
C -1.27418 -3.41337 -2.45161 0.1 0.0 0.1
C 4.33163 3.13071 -2.41723 0.1 0.0 -0.1
C 1.39778 0.85683 5.06689 -0.3 -0.2 -0.2
N -3.13626 3.74448 -3.24702 -0.5 -0.7 -0.7
C 0.02887 4.35903 -1.62352 0.1 0.0 0.2
C -3.69707 -1.23965 -5.14908 0.2 0.1 0.1
C 3.12739 3.29385 -1.75384 -0.1 -0.1 0.1
C -2.51648 -4.48956 2.03495 0.3 0.1 -0.2
H 2.68250 0.10667 -0.70771 0.1 -0.1 0.0
C 3.15295 0.95062 -1.19334 -0.2 0.1 0.0
C -3.55945 -5.25049 2.79126 -0.1 -0.2 0.1
N -3.26332 6.07364 -3.95550 -0.1 0.7 -0.2
P 1.00652 2.28801 -0.15126 0.3 0.3 -0.1
H -4.59438 -4.22084 4.43205 0.0 0.0 0.0
C -2.66928 3.02273 -2.38022 0.2 -0.7 0.8
C -3.92217 -2.86160 2.90496 0.1 0.3 0.0
H 4.79408 3.98040 -2.89592 0.0 0.1 -0.1
C 2.77044 2.87280 1.76775 -0.2 -0.1 -0.1
```
Positions in Å, forces in eV/Å.

Properties
* HOMO level: -10.725 eV
* net charge: +1
* 2S+1: 1


[2]
Molecular formula: C56H40BiN7O4
Method: DFT, ωB97M-V/def2-TZVPD

The geometry in XYZ format:
```
108
Properties=species:S:1:pos:R:3:forces:R:3
C -0.03692 -4.00236 -3.25536 0.0 0.0 0.0
C -5.30030 0.83901 2.90628 0.0 0.0 0.0
H 5.95018 0.22750 1.48101 0.0 0.0 0.0
C 1.44755 -5.24406 -4.68318 0.0 0.0 0.0
O -2.92332 3.18795 1.80742 0.1 -0.1 0.1
H 4.70960 -3.95882 6.81978 0.0 0.0 0.0
H 1.02231 4.85348 0.01025 0.0 0.0 0.0
C 1.18001 5.91395 -4.19192 0.0 0.0 0.0
H -3.04620 -1.20592 -4.96730 0.0 0.0 0.0
C -3.28176 1.91345 -3.49457 0.0 -0.1 0.0
C 0.00658 5.88238 -3.45127 0.0 0.0 0.0
C 0.31643 2.23883 1.86623 0.0 -0.1 0.1
H -3.66794 2.68649 -4.13516 0.0 0.0 0.0
C 0.16611 2.83937 -0.26445 0.0 -0.2 0.0
C -2.98349 0.60917 -3.84298 0.0 0.0 0.0
H 2.75259 0.68200 4.28398 0.0 0.0 0.0
H -2.47990 -0.97884 -2.53525 0.0 0.0 0.0
H -2.47147 3.09373 4.05141 -0.1 -0.1 0.0
H 5.15424 0.41065 3.82253 0.0 0.0 0.0
C -0.27624 4.79634 -2.63771 0.0 0.0 0.0
H -0.68921 6.70964 -3.50185 0.0 0.0 0.0
H -1.18439 4.77772 -2.05402 -0.1 0.0 0.0
H 3.94934 -2.72219 2.79690 0.0 0.0 0.1
C 2.17669 0.69516 2.22181 -0.1 0.1 0.1
H -3.53575 4.04368 -1.80375 0.0 0.0 0.0
Bi -1.11929 -0.16280 0.23913 -0.1 0.0 0.0
H 1.26657 4.09331 2.58514 0.0 0.0 0.0
H -2.24705 0.13677 -5.78709 0.0 0.0 0.0
H -5.55776 1.40422 3.79040 0.0 0.0 0.0
C 1.97075 -3.58372 1.41279 -0.1 0.0 0.0
C 0.74380 1.01339 2.62418 -0.1 0.0 -0.2
C 4.89751 0.36448 1.69154 0.0 0.0 0.0
C 4.45435 0.46832 2.99956 0.0 0.0 0.0
N -0.10718 1.84194 0.63551 0.0 0.1 -0.2
C -4.18099 1.17062 2.16819 0.1 0.2 0.0
C 2.52886 -4.56776 -4.13567 0.0 0.0 0.0
C -1.68996 -0.61504 3.43005 0.1 0.1 -0.1
C 0.99463 -2.52971 -0.32889 0.1 0.0 0.1
H 2.50056 2.95792 -3.20212 0.0 0.0 0.0
C -4.50092 -0.54650 0.68963 -0.1 0.1 0.0
C 4.03886 -3.54779 6.07691 0.0 0.0 0.0
N 0.27889 0.11951 -1.43053 0.0 0.1 0.1
C 0.59256 -0.94073 -2.19179 0.0 -0.2 -0.1
C -3.31782 2.34223 2.55882 -0.2 0.0 0.1
C 1.03936 -3.30960 -2.70622 -0.1 0.0 0.0
H 3.53311 -4.78427 -4.47568 0.0 0.0 0.0
H 5.44989 -3.71211 4.46948 0.0 0.0 0.0
C 1.91259 -2.59506 5.48682 0.0 0.0 0.0
C -4.06857 -1.33393 -0.54868 0.0 -0.1 0.0
H -1.03646 -3.79110 -2.89339 0.0 0.0 0.0
H -6.23977 -1.75819 0.95430 0.0 0.0 0.0
H -6.96368 -0.52106 3.00635 0.0 0.0 0.0
C 0.79658 3.53999 1.78993 0.1 0.0 -0.1
C 1.70851 -3.73522 0.11239 0.0 0.1 -0.1
C -0.98062 -1.44465 4.19321 0.0 0.0 0.0
C 2.63395 0.64523 0.90888 0.0 0.0 -0.1
H 0.93011 -2.26054 5.79064 0.0 0.0 0.0
N -2.57082 0.84382 -1.66255 0.1 0.0 0.1
H 2.44082 -3.20431 7.46759 0.0 0.0 0.0
C 1.79091 3.77008 -3.29287 0.0 0.0 0.0
C -0.37027 -0.00311 2.87758 0.1 0.2 0.2
C 0.16353 -4.96233 -4.23791 0.0 0.0 0.0
C 0.36893 -0.93648 3.66815 0.1 -0.4 0.1
H -1.23935 -2.18613 4.93211 0.0 0.0 0.0
H -0.68367 -5.49263 -4.65238 0.0 0.0 0.0
C 1.33782 -2.33741 1.86480 0.0 0.0 -0.2
H 1.40241 6.76418 -4.82262 0.0 0.0 0.0
H 2.49323 -4.27184 2.05539 -0.1 0.0 0.0
H -4.00811 0.10789 -5.64510 0.0 0.0 0.0
H 4.31683 0.39126 -0.37712 0.0 0.0 0.0
C 0.78970 -2.24262 -1.69054 0.1 0.1 -0.1
O -2.86880 -1.78188 -0.56558 0.1 0.2 0.0
C -3.02262 2.00676 -2.11893 0.0 0.1 0.1
C -6.06755 -0.23578 2.47114 0.0 0.0 0.0
C 2.07386 4.85678 -4.10712 0.0 0.0 0.0
C 0.36943 1.29577 -2.19446 0.0 -0.2 -0.1
N 0.70932 -1.75269 0.74194 -0.1 -0.1 0.0
C 3.59488 -2.88081 3.80809 0.1 0.1 0.0
C 0.30928 2.56070 -1.68005 0.0 0.2 0.1
O -3.05931 2.33767 3.88118 0.1 0.1 -0.1
H 3.16606 -3.07211 -2.73272 0.0 0.0 0.0
H 0.80197 1.53346 -4.38292 0.0 0.0 0.0
C -3.07817 -0.12996 -5.13267 0.0 0.0 0.0
C 2.76756 -3.12475 6.43931 0.0 0.0 0.0
O -4.92450 -1.47477 -1.40830 -0.1 -0.1 -0.1
C 0.66858 0.86927 -3.54573 0.0 0.0 0.1
H 1.98603 -4.55785 -0.52518 0.0 0.0 0.0
C -3.27637 3.16416 -1.21534 0.0 0.0 -0.1
C 0.68287 3.92720 0.44468 0.0 0.1 0.1
C 0.80650 -0.47770 -3.55147 0.0 0.0 0.0
C 4.44969 -3.41659 4.75801 0.0 0.0 0.0
N 0.39638 0.58723 3.99101 -0.1 0.0 0.0
H -2.73379 -0.37584 3.32391 0.0 0.0 0.1
C 3.98045 0.45458 0.64960 0.0 0.0 0.0
H 1.60585 -5.99055 -5.45005 0.0 0.0 0.0
H -4.10824 2.94159 -0.54725 0.0 0.0 0.0
H 1.94472 0.73529 0.08184 0.1 0.0 0.1
H 1.07536 -1.10774 -4.38268 0.0 0.0 0.0
N -3.77670 0.50200 1.08786 0.0 -0.4 0.0
C -5.66857 -0.92955 1.34714 -0.1 0.1 0.0
N -2.54129 0.01578 -2.72826 0.0 0.0 0.1
H 3.00112 4.88296 -4.66407 0.0 0.0 0.0
C 1.38237 -1.89651 3.15171 0.0 0.1 0.2
C 0.60466 3.71972 -2.56369 0.0 0.0 0.1
C 2.30001 -2.48741 4.14782 -0.1 0.0 0.0
C 3.09994 0.62582 3.26059 0.1 -0.1 0.0
C 2.32328 -3.60620 -3.15612 0.0 0.0 0.0
H -2.42234 3.39512 -0.58033 0.0 0.0 0.0
```
Positions in Å, forces in eV/Å.

Properties
* HOMO level: -6.543 eV
* 2S+1: 1


[3]
Molecular formula: C56H41AsN6O6PSSn
Method: DFT, ωB97M-V/def2-TZVPD

The geometry in XYZ format:
```
113
Properties=species:S:1:pos:R:3:forces:R:3
O 3.76694 -0.74398 -5.30280 0.0 -0.2 -0.2
C -5.61496 -0.01374 -3.18797 0.0 0.0 0.0
C -0.66465 -2.37904 3.10729 0.0 0.0 0.0
H -4.53309 3.96534 1.92153 0.0 0.0 0.0
H 4.11807 -0.94654 3.03853 0.0 0.0 0.0
C 1.45503 3.39336 -5.87569 0.0 -0.2 0.2
H 3.90970 0.10022 8.02060 0.0 0.0 0.0
H 0.65499 7.24415 1.83479 0.0 0.0 0.0
S 0.44931 1.11188 -2.41623 -0.1 0.2 0.0
H 2.36751 4.98059 -9.28118 0.0 0.0 0.0
H 1.46572 -2.19394 5.35728 0.0 0.0 0.0
C -4.34075 1.03427 0.24044 0.0 0.0 -0.1
H 0.63826 -1.29741 -3.18384 0.0 0.0 0.0
N 0.71222 3.12140 -0.23416 0.1 0.2 0.0
H 5.21283 0.03166 -0.97771 0.0 0.0 0.0
N 4.74394 -4.43839 -2.02640 0.1 0.5 0.2
C -3.60279 0.30165 1.17335 0.0 -0.1 0.0
C -4.50556 -2.51671 1.42777 0.1 0.0 0.0
N 1.08277 3.47177 -3.54033 0.1 -0.1 -0.1
H 2.43699 -4.28851 -0.69690 0.0 0.0 0.0
C 2.67080 -1.14882 6.79136 0.0 0.0 0.0
C 1.40325 -2.78028 -1.82296 0.1 0.0 -0.1
H 4.05474 1.90084 6.32020 0.0 0.0 0.0
C 0.77120 4.00582 0.89511 0.0 -0.2 -0.2
H -2.20051 -3.87563 3.13060 0.0 0.0 0.0
N 2.67086 -1.01510 -4.85915 0.0 0.5 0.7
C -1.14660 -3.67499 2.98038 0.0 0.0 0.0
O 4.75368 -4.97430 -0.93806 -0.1 -0.2 0.0
C 0.67984 5.38715 0.77782 0.0 0.1 0.0
C -4.50502 -3.88598 1.16307 0.0 0.0 0.0
H -7.09491 -4.85179 3.11904 0.0 0.0 0.0
C 2.47295 -3.61823 -1.54358 0.0 0.1 0.0
C 0.80036 2.82331 -2.45933 0.1 0.1 0.1
C 2.11155 4.53555 -8.32885 0.0 0.0 0.0
H -3.94545 -2.79790 -2.21139 0.0 0.0 0.0
C 3.48308 1.00395 6.11633 0.0 0.0 0.0
C 3.40154 -0.00498 7.07053 0.0 0.0 0.0
C 3.70560 -2.72786 -3.44131 0.0 0.0 0.0
H 2.24216 6.37829 -7.24064 0.0 0.0 0.0
H 2.57549 -2.91275 2.28905 0.0 0.0 0.0
H 0.96127 2.32885 2.21973 0.0 0.0 0.0
C 4.81525 -0.50763 1.06595 -0.1 0.0 0.0
H 4.59577 -2.69460 -4.04869 0.0 0.0 0.0
Sn 0.01685 0.67920 0.08052 -0.1 -0.3 0.1
H -7.08337 -2.43113 3.62791 0.0 0.0 0.0
P 1.18122 -0.33839 3.02008 0.1 0.0 0.0
C 0.21728 -2.73480 -0.87050 0.3 -0.2 -0.1
H -3.21499 2.66418 3.56092 0.0 0.0 0.0
C -5.39453 0.79046 -2.07980 0.0 0.0 0.0
As -3.10345 -1.46497 0.52703 -0.1 0.0 0.0
C -4.67601 2.35640 0.51601 0.0 0.0 0.0
C 0.72735 6.16741 1.92052 0.0 0.0 0.0
C 2.83315 0.86482 4.90207 0.0 0.0 0.0
C -6.37050 -4.20030 2.64654 0.0 0.0 0.0
H 1.72907 -5.21033 2.07167 0.0 0.0 0.0
C -5.43923 -4.72128 1.75828 0.0 0.0 0.0
C -4.66505 0.29847 -1.00286 0.0 0.1 0.1
C -0.28469 -4.69514 2.61393 0.0 0.0 0.0
C -3.19440 0.88679 2.36189 0.0 0.0 0.0
O 5.63939 -4.51719 -2.84390 0.0 -0.1 -0.1
H -5.23444 2.94190 -0.20418 0.0 0.0 0.0
O 0.12113 -1.62358 -0.27414 -0.4 0.3 0.0
H -5.27039 -1.92338 -4.10803 0.0 0.0 0.0
N 0.85966 3.67261 -1.33578 0.0 -0.2 -0.1
H -0.66082 -5.70129 2.48164 0.0 0.0 0.0
C 2.53103 -0.19070 1.78767 0.0 -0.1 0.2
C 1.53518 -3.12425 2.50943 0.0 0.0 -0.1
C 1.52739 2.59884 -7.01902 0.0 0.0 -0.1
H 5.83142 -0.81712 1.27719 0.0 0.0 0.0
C 0.67657 -2.09021 2.87661 0.0 0.0 0.1
H -1.34601 -1.57229 3.35772 0.0 0.0 0.0
C 4.46667 -0.03114 -0.19369 -0.1 0.0 0.1
C 2.09799 -0.28633 4.60774 0.0 -0.1 0.0
H 2.90730 1.65460 4.16122 0.0 0.0 0.0
C -4.36432 -1.79929 -2.16763 0.0 0.0 0.0
C 2.02509 -1.28977 5.56757 0.0 -0.1 0.0
C -4.27900 2.93377 1.71290 0.0 0.0 0.0
C 1.05688 -4.41824 2.37876 0.0 0.0 0.0
H 1.66171 5.35948 -5.05939 0.0 0.0 0.0
H 0.95533 1.77406 -4.65264 0.0 0.0 0.0
H 2.90703 0.72684 -1.43810 0.0 0.0 0.0
H 2.60372 -1.94234 7.52524 0.0 0.0 0.0
H -5.78869 1.79932 -2.06146 0.0 0.0 0.0
C -5.43553 -2.00339 2.32529 -0.1 0.0 0.0
O 1.63120 -0.50141 -5.22540 -0.1 -0.2 -0.2
H 1.91283 2.54748 -9.11642 0.0 0.0 0.0
N 1.13045 2.77521 -4.67107 -0.1 0.1 -0.1
H 0.57258 5.82888 -0.20286 0.0 0.0 0.0
H -5.44703 -0.94323 2.54671 0.0 0.0 0.0
H -2.58130 0.33322 3.06464 0.0 0.0 0.0
H 1.34273 1.53372 -6.94122 0.0 0.0 0.0
C 3.59629 -3.56416 -2.34939 0.1 -0.2 0.0
C 3.84596 -0.58321 2.05349 0.1 0.0 0.0
C 2.16519 0.28894 0.52861 0.0 0.2 -0.2
C 0.89770 3.40776 2.14083 0.0 0.0 0.0
C 1.46370 -1.94507 -2.93115 -0.1 -0.1 0.0
C 2.04014 5.31575 -7.18262 0.0 0.0 0.0
C 3.15935 0.36286 -0.44876 0.1 0.0 0.0
H 1.04497 3.72618 4.25091 0.0 0.0 0.0
C -6.36245 -2.84278 2.93214 0.0 0.0 0.0
C 1.85438 3.17340 -8.23484 0.0 0.0 0.0
C -4.15723 -1.00262 -1.05262 0.1 0.0 0.0
H 0.89390 6.19373 4.06193 0.0 0.0 0.0
C 1.71629 4.75844 -5.95501 0.0 0.1 -0.1
O -0.44891 -3.75487 -0.73488 -0.1 0.0 0.1
H -3.75688 -4.30349 0.49669 0.0 0.0 0.0
C -5.10418 -1.30630 -3.23417 0.0 0.0 0.0
C 0.94577 4.19652 3.28074 0.0 0.0 0.0
C 0.86057 5.57689 3.17302 0.0 0.0 0.0
C -3.54104 2.20193 2.63783 0.0 0.0 0.0
H -6.18047 0.37198 -4.02673 0.0 0.0 0.0
C 2.60545 -1.93726 -3.70670 0.0 0.0 -0.3
H -5.43220 -5.78160 1.53748 0.0 0.0 0.0
```
Positions in Å, forces in eV/Å.

Properties
* HOMO level: -4.805 eV
* net charge: -1
* 2S+1: 1


- Number 3 is which compound?
  C56H41AsN6O6PSSn